# 1
This record from the OMol25 dataset describes a molecular structure, C23H30N2O6S2. The level of theory is ωB97M-V with the def2-TZVPD basis set.

Summary:
Energy above the lowest of the compared OMol25 structures with the same formula, charge and spin: 551.5 kcal per mole
Calculated total energy: -61248.492 eV
LUMO: -0.11 eV

The geometry in ORCA input format:
```
! wB97M-V def2-TZVPD RIJCOSX def2/J DEFGRID3
* xyz 0 1
C -4.061 -4.623 6.813
H -4.185 -4.954 7.892
O -3.221 -3.683 6.735
C -3.032 -3.064 5.380
C -2.322 -1.957 5.181
C -1.862 -1.207 4.080
C -2.371 -1.602 2.928
C -3.186 -3.028 2.895
C -3.468 -3.599 4.098
H -4.218 -4.391 4.189
H -3.409 -3.364 2.096
O -2.029 -1.315 1.606
C -1.117 -0.783 1.227
C -0.863 0.135 0.375
C 0.226 0.565 -0.270
C 1.493 0.364 0.378
C 1.331 -0.600 1.386
C 0.274 -1.104 1.886
H 0.298 -2.088 2.747
H 2.498 -0.945 1.855
S 2.935 0.899 -0.424
O 2.976 2.497 -0.237
O 4.188 0.339 0.352
N 2.828 0.633 -1.857
C 3.087 -1.170 -2.275
C 4.459 -1.232 -2.298
C 4.916 -0.185 -3.503
C 4.890 1.070 -3.017
C 3.324 1.535 -2.922
H 3.031 2.470 -2.522
H 2.841 1.124 -3.852
H 5.146 1.784 -3.965
H 5.296 1.417 -2.089
H 6.050 -0.381 -3.609
H 4.573 -0.454 -4.449
H 5.133 -1.066 -1.284
H 4.594 -2.375 -2.702
H 2.660 -1.268 -1.177
H 2.499 -1.189 -3.081
H 0.453 1.435 -0.949
S -2.591 0.819 -0.237
O -3.042 1.564 0.760
O -3.084 -0.347 -1.090
N -2.145 1.905 -1.568
C -1.938 1.413 -2.993
C -0.940 2.025 -3.477
C -0.904 3.629 -3.271
C -1.032 3.928 -1.756
C -2.041 3.072 -1.219
H -1.965 3.375 -0.163
H -2.974 3.595 -1.616
H 0.069 3.454 -1.324
H -0.992 4.775 -1.564
H 0.042 4.101 -3.665
H -1.737 4.104 -3.687
H 0.199 1.714 -2.946
H -0.866 1.842 -4.707
H -1.973 0.439 -2.985
H -2.873 1.791 -3.329
H -1.249 -0.259 4.371
H -1.856 -1.587 6.213
H -3.672 -5.480 6.274
H -5.092 -4.514 6.363
*
```


# 2
This record from the OMol25 dataset describes a molecular structure, C23H30N4O3PPdTe. The level of theory is ωB97M-V with the def2-TZVPD basis set.

Summary:
Energy above the lowest of the compared OMol25 structures with the same formula, charge and spin: 0.0 kcal per mole
Calculated total energy: -56501.408 eV
LUMO: -2.65 eV

The geometry in ORCA input format:
```
! wB97M-V def2-TZVPD RIJCOSX def2/J DEFGRID3
* xyz 1 1
Pd -0.375 0.036 0.467
C -1.213 -1.243 3.212
C -2.627 -1.105 2.631
C -2.907 -1.399 1.164
C -4.078 -2.090 0.866
C -4.457 -2.308 -0.445
C -3.649 -1.824 -1.460
C -2.488 -1.167 -1.116
N -2.124 -0.964 0.163
N -0.355 -0.098 2.954
C 1.067 -0.309 3.149
C 1.906 0.587 2.249
C 3.195 0.949 2.598
C 3.933 1.754 1.744
C 3.354 2.200 0.567
C 2.066 1.796 0.275
N 1.368 1.001 1.092
C -0.833 1.182 3.435
C -1.625 1.995 2.424
C -2.427 3.045 2.852
C -3.087 3.820 1.917
C -2.934 3.531 0.568
C -2.132 2.467 0.213
N -1.498 1.718 1.126
H -1.303 -1.441 4.290
H -0.738 -2.119 2.763
H -3.263 -1.790 3.192
H -3.026 -0.110 2.852
H -4.693 -2.449 1.680
H -5.370 -2.843 -0.667
H -3.901 -1.956 -2.502
H -1.811 -0.765 -1.860
H 1.381 -0.169 4.192
H 1.302 -1.343 2.880
H 3.609 0.603 3.536
H 4.946 2.036 2.000
H 3.885 2.841 -0.121
H 1.569 2.095 -0.640
H -1.435 1.080 4.348
H 0.028 1.796 3.715
H -2.525 3.245 3.911
H -3.715 4.642 2.235
H -3.428 4.114 -0.195
H -1.968 2.186 -0.820
C 1.050 -3.011 -5.332
C 0.441 -2.059 -4.334
O 1.498 -1.237 -3.792
P 1.237 -0.391 -2.470
O 0.097 0.553 -2.557
Te 0.995 -1.927 -0.588
O 2.615 0.382 -2.336
C 3.872 -0.335 -2.287
C 4.660 -0.065 -3.545
H 0.274 -3.654 -5.749
H 1.799 -3.641 -4.854
H 1.520 -2.464 -6.148
H -0.044 -2.600 -3.516
H -0.290 -1.396 -4.799
H 3.682 -1.402 -2.156
H 4.388 0.024 -1.396
H 4.108 -0.409 -4.419
H 5.612 -0.596 -3.504
H 4.861 1.000 -3.655
*
```


# 3
This record from the OMol25 dataset describes a single C23H30N4O4 molecule. The level of theory is ωB97M-V with the def2-TZVPD basis set.

Summary:
Energy above the lowest of the compared OMol25 structures with the same formula, charge and spin: 34.9 kcal per mole
Calculated total energy: -38488.455 eV
LUMO: 0.75 eV

The geometry in ORCA input format:
```
! wB97M-V def2-TZVPD RIJCOSX def2/J DEFGRID3
* xyz 0 1
C 1.563 6.047 -4.291
O 0.849 5.355 -3.300
C 1.325 4.141 -2.869
C 2.520 3.593 -3.316
C 2.980 2.387 -2.814
C 2.246 1.715 -1.862
C 1.038 2.229 -1.412
C 0.256 1.458 -0.381
N 1.127 1.084 0.730
C 1.496 2.258 1.496
C 2.635 1.886 2.433
N 2.228 0.759 3.236
C 1.331 -0.173 2.868
O 1.144 -1.167 3.547
C 0.521 0.086 1.599
C 0.322 -1.253 0.880
C -1.113 -1.466 0.434
O -1.999 -0.656 0.641
N -1.358 -2.636 -0.206
C -0.352 -3.651 -0.403
C -2.741 -2.951 -0.513
C -3.533 -3.348 0.746
C -2.783 -4.384 1.530
C -1.955 -4.017 2.589
C -1.233 -5.000 3.244
C -1.367 -6.316 2.826
C -2.220 -6.579 1.766
N -2.904 -5.644 1.131
C 0.561 3.444 -1.912
O -0.619 3.889 -1.379
C -1.496 4.677 -2.153
H 0.986 6.950 -4.488
H 1.646 5.464 -5.214
H 2.564 6.329 -3.947
H 3.111 4.112 -4.053
H 3.916 1.986 -3.172
H 2.595 0.782 -1.448
H -0.126 0.547 -0.844
H -0.605 2.045 -0.037
H 1.827 3.034 0.804
H 0.644 2.649 2.080
H 2.882 2.724 3.090
H 3.523 1.629 1.840
H 2.766 0.544 4.064
H -0.477 0.423 1.950
H 0.566 -2.051 1.588
H 1.007 -1.321 0.035
H -0.814 -4.525 -0.855
H 0.103 -3.961 0.542
H 0.437 -3.292 -1.068
H -2.760 -3.764 -1.239
H -3.203 -2.061 -0.950
H -3.682 -2.458 1.356
H -4.499 -3.746 0.436
H -1.875 -2.983 2.886
H -0.577 -4.740 4.062
H -0.826 -7.114 3.310
H -2.364 -7.588 1.400
H -1.177 5.721 -2.195
H -1.593 4.288 -3.169
H -2.461 4.611 -1.649
*
```


# 4
This record from the OMol25 dataset describes 3 unconnected molecules or ions with the total composition C23H31B3ClN3O5. The level of theory is ωB97M-V with the def2-TZVPD basis set.

Summary:
Calculated total energy: -53619.403 eV
LUMO: 0.30 eV

The geometry in ORCA input format:
```
! wB97M-V def2-TZVPD RIJCOSX def2/J DEFGRID3
* xyz 0 1
C -3.629 -5.574 -2.276
C -4.356 -5.704 -0.946
O -3.678 -6.516 0.002
C -2.494 -5.971 0.542
C -2.720 -5.130 1.787
O -3.646 -4.072 1.587
C -3.090 -2.757 1.625
B -2.302 -2.364 0.315
O -2.683 -1.324 -0.517
B -1.660 -0.453 -0.889
C -1.951 1.077 -1.018
C -1.657 1.690 -2.399
C -0.190 2.005 -2.637
Cl 0.316 3.422 -1.661
O -0.391 -1.006 -1.088
B -0.096 -2.074 -0.253
C 1.251 -2.200 0.546
C 2.459 -2.635 0.019
C 3.557 -2.764 0.859
C 3.399 -2.425 2.195
C 2.168 -1.972 2.633
N 1.107 -1.871 1.839
O -1.102 -2.992 -0.018
H -2.673 -5.057 -2.173
H -3.460 -6.549 -2.732
H -4.235 -4.960 -2.946
H -5.311 -6.206 -1.111
H -4.583 -4.718 -0.531
H -1.872 -6.821 0.841
H -1.923 -5.408 -0.203
H -3.110 -5.766 2.588
H -1.746 -4.744 2.112
H -2.391 -2.665 2.471
H -3.907 -2.061 1.818
H -1.369 1.625 -0.268
H -3.004 1.228 -0.774
H -2.209 2.628 -2.489
H -2.012 1.046 -3.209
H -0.008 2.251 -3.680
H 0.452 1.176 -2.345
H 2.530 -2.881 -1.034
H 4.514 -3.126 0.502
H 4.216 -2.510 2.900
H 2.031 -1.687 3.672
C 5.277 0.500 0.816
C 3.993 0.894 0.474
C 3.737 2.251 0.334
N 4.656 3.198 0.505
C 5.883 2.802 0.832
C 6.246 1.474 0.996
H 5.517 -0.550 0.933
H 3.202 0.171 0.320
H 2.741 2.577 0.057
H 6.616 3.591 0.967
H 7.262 1.215 1.259
C -0.244 6.942 -0.493
C 0.242 7.295 0.756
C 0.118 8.615 1.164
N -0.441 9.568 0.421
C -0.901 9.215 -0.776
C -0.828 7.923 -1.277
H -0.168 5.923 -0.848
H 0.710 6.565 1.403
H 0.487 8.927 2.136
H -1.351 10.007 -1.364
H -1.221 7.695 -2.259
*
```


# 5
This record from the OMol25 dataset describes 2 unconnected molecules or ions with the total composition C23H31BBrFN2O10S. The level of theory is ωB97M-V with the def2-TZVPD basis set.

Summary:
Calculated total energy: -132081.480 eV
LUMO: -0.97 eV

The geometry in ORCA input format:
```
! wB97M-V def2-TZVPD RIJCOSX def2/J DEFGRID3
* xyz 0 1
C 3.675 3.768 -0.210
C 3.047 2.438 -0.629
C 1.921 2.038 0.339
Br 2.635 1.112 1.900
C 0.763 1.294 -0.262
C 0.811 0.144 -0.943
C 2.031 -0.683 -1.205
C 2.303 -1.745 -0.110
C 3.797 -1.818 0.200
S 4.193 -2.714 1.682
O 5.394 -3.472 1.431
O 3.026 -3.358 2.186
O 4.578 -1.570 2.715
C -0.459 -0.361 -1.566
O -0.412 -1.054 -2.562
C -1.742 0.003 -0.910
C -2.865 -0.819 -1.025
C -2.858 -2.122 -1.786
C -3.923 -3.143 -1.359
C -3.920 -3.441 0.119
N -2.723 -4.001 0.606
O -4.844 -3.157 0.846
C -4.020 -0.379 -0.399
C -4.103 0.797 0.339
C -5.453 1.127 0.919
B -6.221 2.287 0.168
O -5.602 3.256 -0.601
O -7.579 2.346 0.285
C -2.972 1.612 0.478
C -2.986 2.872 1.316
C -3.535 2.726 2.739
F -3.295 1.463 3.261
C -1.804 1.198 -0.179
C -0.553 2.013 -0.170
O -0.554 3.227 -0.134
H 4.634 3.910 -0.705
H 3.022 4.593 -0.495
H 3.829 3.785 0.869
H 2.578 2.541 -1.609
H 3.813 1.665 -0.667
H 1.514 2.959 0.745
H 1.850 -1.221 -2.135
H 2.911 -0.068 -1.383
H 1.742 -1.562 0.803
H 1.991 -2.719 -0.487
H 4.363 -2.288 -0.601
H 4.188 -0.812 0.338
H 5.535 -1.434 2.650
H -3.029 -1.894 -2.841
H -1.882 -2.595 -1.747
H -3.712 -4.072 -1.897
H -4.931 -2.848 -1.644
H -2.788 -3.997 1.620
H -2.610 -4.966 0.311
H -4.914 -0.982 -0.470
H -6.094 0.248 0.820
H -5.398 1.317 1.989
H -4.829 2.931 -1.073
H -7.930 3.120 -0.170
H -1.991 3.288 1.385
H -3.607 3.624 0.823
H -3.062 3.468 3.385
H -4.607 2.920 2.778
C 7.832 -2.167 -1.031
N 7.446 -0.753 -1.306
O 6.328 -0.401 -0.979
O 8.272 -0.044 -1.831
H 6.998 -2.667 -0.551
H 8.083 -2.621 -1.985
H 8.704 -2.140 -0.385
*
```


# 6
This record from the OMol25 dataset describes a molecular structure, C23H31BiN11O9P. The level of theory is ωB97M-V with the def2-TZVPD basis set.

Summary:
Energy above the lowest of the compared OMol25 structures with the same formula, charge and spin: 24.8 kcal per mole
Calculated total energy: -74304.707 eV
LUMO: 3.57 eV

The geometry in ORCA input format:
```
! wB97M-V def2-TZVPD RIJCOSX def2/J DEFGRID3
* xyz -2 1
Bi -16.177 -5.908 10.570
O -16.097 -5.210 14.712
C -16.343 -5.200 13.511
O -15.743 -6.133 12.717
C -17.235 -4.096 12.805
O -17.566 -3.059 13.357
O -17.577 -4.400 11.569
N -19.303 -6.771 8.426
C -18.252 -6.177 7.810
N -17.997 -6.477 6.536
N -17.008 -5.567 6.197
N -16.639 -4.923 7.347
N -17.409 -5.279 8.385
C -19.379 -7.286 9.679
N -20.511 -7.878 10.118
N -20.286 -8.052 11.457
N -18.985 -7.707 11.746
N -18.422 -7.241 10.609
H -19.889 -7.240 7.748
C -12.042 -9.834 13.309
C -13.352 -9.026 13.377
C -14.672 -9.727 12.888
C -13.588 -8.433 14.792
O -13.195 -7.821 12.478
P -13.232 -7.930 10.874
O -12.883 -9.391 10.510
O -14.580 -7.415 10.292
O -12.072 -6.930 10.431
C -11.564 -6.884 9.067
C -12.368 -5.855 8.254
C -11.782 -8.222 8.313
C -10.091 -6.597 9.206
H -12.076 -10.629 14.072
H -11.210 -9.194 13.521
H -11.949 -10.187 12.261
H -15.039 -10.465 13.636
H -14.606 -10.161 11.907
H -15.496 -8.979 12.936
H -13.538 -9.158 15.610
H -14.575 -7.940 14.881
H -12.743 -7.810 15.021
H -13.439 -6.066 8.167
H -11.969 -5.765 7.274
H -12.265 -4.842 8.773
H -12.800 -8.531 8.442
H -11.218 -9.038 8.748
H -11.534 -8.066 7.255
H -9.904 -5.686 9.762
H -9.698 -6.520 8.209
H -9.587 -7.459 9.672
C -14.111 0.342 11.191
N -13.934 -0.726 10.219
N -13.908 -2.041 10.833
C -14.611 -2.891 10.023
O -14.629 -4.198 10.137
C -15.213 -2.115 8.955
C -14.709 -0.843 9.059
C -14.880 0.319 8.208
C -12.854 -2.435 11.677
C -11.630 -1.742 11.723
C -10.563 -2.197 12.452
C -10.747 -3.309 13.324
C -11.899 -4.034 13.252
C -13.019 -3.599 12.489
H -15.248 0.469 11.462
H -13.806 1.288 10.742
H -13.525 0.145 12.139
H -15.913 -2.453 8.212
H -15.788 0.224 7.572
H -14.053 0.305 7.458
H -14.932 1.279 8.728
H -11.488 -0.990 10.944
H -9.590 -1.734 12.345
H -9.951 -3.627 14.064
H -11.900 -5.035 13.731
H -13.912 -4.195 12.329
*
```


# 7
This record from the OMol25 dataset describes a molecular structure, C23H31Cl2N4O3Sc. The level of theory is ωB97M-V with the def2-TZVPD basis set.

Summary:
Energy above the lowest of the compared OMol25 structures with the same formula, charge and spin: 60.7 kcal per mole
Calculated total energy: -82205.396 eV
LUMO: 0.21 eV

The geometry in ORCA input format:
```
! wB97M-V def2-TZVPD RIJCOSX def2/J DEFGRID3
* xyz 0 1
O 0.628 -1.701 0.469
C 1.791 -1.842 -0.069
C 2.953 -1.941 0.943
C 2.747 -1.476 2.246
H 1.789 -1.012 2.479
C 3.757 -1.641 3.193
H 3.565 -1.303 4.209
C 4.964 -2.238 2.826
H 5.735 -2.376 3.579
C 5.172 -2.667 1.509
H 6.117 -3.131 1.217
C 4.167 -2.526 0.551
H 4.281 -2.852 -0.479
H 1.871 -2.694 -0.778
C 2.111 -1.117 -2.700
C 2.073 -0.508 -1.312
H 3.137 -1.436 -2.961
H 1.808 -0.383 -3.464
H 1.454 -1.995 -2.802
C 2.976 0.435 -0.921
C 3.654 1.414 -1.834
H 3.366 0.448 0.096
H 4.642 1.039 -2.162
H 3.816 2.361 -1.294
H 3.054 1.639 -2.736
Sc 0.397 0.718 -0.707
Cl 1.520 2.113 0.867
Cl 0.307 1.604 -2.856
C -1.338 3.203 -0.041
O -1.347 1.984 -0.300
N -2.459 3.926 0.102
C -3.758 3.360 -0.234
C -2.413 5.351 0.400
H -0.402 3.771 0.117
H -3.673 2.276 -0.329
H -4.125 3.806 -1.172
H -4.470 3.641 0.554
H -1.432 5.583 0.826
H -3.208 5.602 1.117
H -2.579 5.957 -0.505
H -3.131 -1.029 -3.621
H -2.959 -3.954 -2.833
C -2.070 -1.318 -3.677
C -1.899 -3.661 -2.854
N -1.723 -2.239 -2.610
H -1.444 -0.419 -3.627
C -1.502 -1.763 -1.381
O -1.362 -0.549 -1.149
H -1.359 -4.215 -2.077
H -1.435 -2.534 -0.586
H -1.906 -1.835 -4.625
H -1.486 -3.909 -3.837
N -4.912 -2.454 2.876
C -4.113 -1.606 2.848
C -3.118 -0.556 2.829
C -3.190 0.522 3.730
C -2.195 1.487 3.697
C -1.166 1.342 2.757
N -1.119 0.338 1.899
C -2.051 -0.607 1.920
H -4.026 0.574 4.426
H -2.192 2.353 4.355
H -0.349 2.064 2.683
H -1.941 -1.423 1.214
*
```


no.,orbital gap (hartree)
1,0.3034
2,0.2784
3,0.3302
4,0.3480
5,0.3066
6,0.2117
7,0.2760